Record 1
{
  "formula": "C6H12N3S",
  "method": "ωB97M-V/def2-TZVPD",
  "symbols": ["H", "C", "H", "N", "N", "C", "H", "H", "H", "N", "H", "C", "S", "C", "H", "H", "H", "C", "H", "H", "C", "H"],
  "xyz": [[0.7224, -3.6364, 2.5657], [2.3376, -0.3521, 1.6751], [-3.6691, 2.1690, -3.2572], [-0.1417, 0.5591, -1.3070], [-1.0887, 1.4458, -1.0961], [-0.1423, -2.9030, 2.5041], [1.5084, -0.6914, -0.8944], [-3.1702, 3.5852, -2.6941], [-2.3808, 2.8709, -3.8692], [-2.7876, 2.7274, -3.0001], [-0.8091, -3.2419, 1.7043], [0.8312, 0.2136, -0.6917], [0.9908, 0.7251, 1.2983], [0.3993, -1.5461, 2.2691], [2.4774, -2.3533, 2.1940], [-0.7054, -2.9546, 3.4979], [-1.0741, 1.8417, -0.2420], [-0.1517, -0.3641, 1.9144], [3.3205, -0.2422, 1.4245], [-1.0867, 0.1376, 1.9617], [1.8596, -1.4706, 2.0964], [-1.8641, 1.6452, -1.7503]],
  "atomic_forces_ev_per_a": [[-1.2, 0.9, 0.0], [-1.3, 1.8, -0.8], [1.6, 0.9, 0.6], [-2.1, 1.3, -1.8], [0.5, -2.1, -2.5], [-0.4, -1.2, 1.9], [-1.0, 1.7, 0.5], [-0.2, 1.3, 0.4], [1.2, 0.5, -1.9], [-2.9, -2.8, 0.9], [0.0, 0.2, 0.2], [2.3, -2.6, 1.2], [2.0, 1.0, -0.4], [0.7, 0.0, -1.0], [0.0, 0.0, 0.4], [0.6, -0.1, -1.3], [-0.2, 1.9, 3.4], [-0.2, -0.6, 0.4], [2.3, 1.1, -0.8], [-1.2, -0.7, 0.1], [-1.4, -2.6, 0.8], [0.7, 0.0, -0.3]],
  "lowdin_charge": [0.1032, -0.2746, 0.0908, -0.0623, 0.1001, -0.0313, 0.1415, 0.0211, 0.0066, 0.0251, 0.0948, -0.1804, 1.1441, -0.3005, 0.1359, 0.1221, 0.0438, -0.2919, 0.0764, 0.0825, -0.1168, 0.0698],
  "charge": 1,
  "orbital_gap_ev": 8.98,
  "total_energy_ha": -797.90063,
  "lumo_energy_ev": -4.26,
  "molar_mass_da": 158.3,
  "de_lowest_kj_mol": 340.1
}

***

Record 2
{
  "formula": "C11H23ClI2NP2Pt",
  "method": "ωB97M-V/def2-TZVPD",
  "symbols": ["H", "C", "H", "H", "P", "H", "H", "Cl", "H", "H", "I", "C", "H", "N", "H", "H", "C", "H", "H", "Pt", "H", "H", "H", "H", "C", "C", "H", "I", "C", "C", "P", "H", "C", "C", "H", "C", "H", "H", "C", "H", "H"],
  "xyz": [[2.0480, -1.7206, -2.5475], [-2.0833, -0.3483, -1.0668], [-4.9792, 1.2694, -1.8022], [3.9799, -0.2203, -0.9034], [1.8245, 0.5065, -1.6263], [-1.5701, -1.3195, -1.1809], [0.4888, -0.9845, -2.9457], [0.9504, 2.2353, 1.2259], [1.4862, -1.0494, 4.3750], [2.1579, 0.1573, 3.2036], [-0.2647, -3.6349, -1.3486], [-2.0160, 1.8124, -0.2114], [3.5386, 1.4029, -0.2464], [-1.4318, 0.5939, -0.3808], [1.9449, -0.4392, -3.7814], [-1.1192, -0.3443, 4.2734], [1.5472, -0.7856, -2.8420], [1.1211, 2.8228, -1.6322], [-0.8545, 1.0772, 3.2347], [0.5518, -0.1125, 0.2356], [-3.7721, 3.0736, -0.4652], [-2.0262, -0.1928, 2.7494], [0.2479, 1.7956, -2.8223], [0.3258, -3.2813, 1.8424], [3.5327, 0.7616, -1.1283], [-3.3633, -0.1198, -1.6033], [1.9101, 2.3625, -3.1539], [2.4345, -1.9640, 0.3291], [-1.0679, 0.0012, 3.2481], [-3.3100, 2.0991, -0.6956], [0.1792, -0.9277, 2.3646], [2.4283, -1.6126, 2.9353], [1.2281, 2.0272, -2.3761], [-3.9778, 1.1054, -1.4039], [-3.8216, -0.9313, -2.1470], [-0.4664, -2.5797, 2.1432], [-0.9020, -2.9046, 3.0776], [-1.4592, 2.5616, 0.3493], [1.7224, -0.8427, 3.3196], [4.0723, 1.2272, -1.9646], [-1.2354, -2.5769, 1.3690]],
  "atomic_forces_ev_per_a": [[0.0, 0.4, -0.3], [-1.1, -0.5, -0.7], [0.2, 0.1, 0.1], [0.1, 0.7, -0.2], [0.6, 1.2, -0.8], [-0.6, 0.8, 0.0], [-0.3, 0.2, -0.1], [0.1, -1.3, -0.4], [0.1, 0.1, -0.2], [-0.1, -0.2, 0.1], [0.6, -0.3, 0.1], [-0.6, 0.2, 0.0], [0.1, 0.1, 0.0], [0.7, 0.8, 0.4], [0.2, 0.1, -0.6], [0.1, -0.2, 0.3], [0.5, -0.7, 0.5], [0.0, -0.1, -0.1], [0.0, -0.3, 0.0], [-1.3, 1.1, -0.5], [0.4, -0.6, -0.3], [0.1, 0.2, 0.2], [0.3, 0.3, 0.1], [-0.3, 0.2, 0.3], [0.2, -0.6, -0.4], [1.3, -0.5, 0.4], [0.2, -0.1, -0.2], [-0.3, -0.7, -0.4], [-0.4, 0.6, -0.9], [1.0, -0.1, 0.6], [0.3, 0.3, 1.7], [-0.5, 0.6, 0.7], [-1.0, -0.1, 0.4], [-0.4, 0.1, -0.1], [-0.2, 0.1, -0.1], [0.5, -0.6, -0.4], [-0.2, -0.2, 0.4], [-0.1, -0.3, -0.2], [0.1, -0.7, -0.2], [-0.1, 0.0, 0.2], [-0.2, 0.1, 0.1]],
  "lowdin_charge": [0.0025, -0.1739, 0.1453, -0.0178, 0.6275, -0.0419, 0.0275, 0.1242, 0.0916, 0.0588, 0.7561, -0.1019, 0.0574, -0.1282, 0.0841, 0.0869, -0.2677, 0.0484, 0.0532, 0.4684, 0.1476, 0.0736, 0.0726, 0.0079, -0.2590, 0.0003, 0.0891, 0.8807, -0.1998, 0.0210, 0.6108, -0.0148, -0.1985, 0.0066, 0.1285, -0.2801, 0.0861, 0.0659, -0.2569, 0.0947, 0.0229],
  "charge": 3,
  "orbital_gap_ev": [8.08, 5.21],
  "total_energy_ha": -2344.19409,
  "lumo_energy_ev": [-11.19, -14.06],
  "molar_mass_da": 715.6,
  "de_lowest_kj_mol": 84.3,
  "spin_multiplicity": 5
}

***

Record 3
{
  "formula": "C6H14N2O2",
  "method": "ωB97M-V/def2-TZVPD",
  "symbols": ["H", "H", "H", "N", "C", "H", "H", "H", "H", "H", "N", "C", "H", "O", "H", "C", "H", "C", "H", "H", "O", "C", "H", "C"],
  "xyz": [[1.5103, 1.9180, 2.0298], [-2.5844, -0.5353, -1.7415], [-2.3782, -0.3805, 0.0145], [-0.4682, 0.1869, 2.3887], [0.0259, -0.7846, -2.3436], [2.5045, 0.9339, 0.9523], [1.0617, -0.4566, -2.4170], [0.0566, -1.9467, 0.8481], [0.8124, 2.4530, -0.9484], [1.6752, -1.3183, 0.2340], [-0.5854, -0.3314, -1.0965], [-1.9501, -0.8041, -0.8930], [-1.2094, -0.4858, 2.2217], [-1.1681, 1.7705, -0.1689], [2.3381, 0.4928, 2.6677], [0.7413, -1.1120, 0.7438], [-0.5261, -0.4047, -3.2083], [0.6024, 0.0472, 1.4744], [-0.0077, -1.8770, -2.3559], [-1.9231, -1.8911, -0.7834], [0.8291, 1.5078, -1.1713], [-0.2939, 1.0072, -0.5583], [-0.8749, 1.1185, 2.3156], [1.8122, 0.8923, 1.7957]],
  "atomic_forces_ev_per_a": [[0.1, 0.0, 0.0], [-0.2, -0.1, 0.0], [0.1, 0.1, -0.1], [-0.3, 0.5, -0.2], [-0.1, 0.3, 0.5], [-0.1, -0.1, 0.1], [-0.1, -0.1, 0.1], [-0.3, 0.3, -0.4], [0.1, -0.2, -0.1], [-0.1, 0.1, -0.1], [-0.4, 2.1, 0.2], [0.6, 0.2, 0.0], [0.1, 0.1, 0.0], [1.4, -1.2, 1.2], [-0.2, 0.0, -0.1], [0.8, 1.6, 2.4], [0.0, 0.0, -0.2], [1.3, -3.3, 0.7], [0.0, 0.0, 0.0], [-0.1, 0.0, -0.1], [-0.1, -0.3, 1.3], [-2.4, -0.6, -5.0], [0.0, -0.2, 0.1], [-0.3, 0.5, -0.4]],
  "lowdin_charge": [0.0759, 0.0886, 0.0805, 0.0747, -0.0656, 0.0732, 0.0836, 0.0755, 0.1321, 0.0813, -0.2235, -0.0716, 0.0772, 0.0791, 0.0824, 0.0359, 0.0879, -0.4971, 0.0872, 0.0830, 0.0804, -0.5399, 0.0821, -0.0628],
  "orbital_gap_ev": 7.98,
  "total_energy_ha": -496.94720,
  "lumo_energy_ev": 0.69,
  "smiles": "CN(C)C(=O)O.C=C(C)N",
  "molar_mass_da": 146.2,
  "de_lowest_kj_mol": 289.7
}

***

Record 4
{
  "formula": "F2Hg2",
  "method": "ωB97M-V/def2-TZVPD",
  "symbols": ["Hg", "F", "F", "Hg"],
  "xyz": [[2.3532, -0.6733, 0.4713], [1.3911, 0.5955, -0.6696], [-1.9378, 1.0443, 0.4485], [-1.8064, -0.9665, -0.2502]],
  "atomic_forces_ev_per_a": [[0.5, 0.7, -0.2], [0.0, -0.7, 0.4], [0.4, -2.9, -0.9], [-0.9, 2.9, 0.7]],
  "lowdin_charge": [1.5065, -0.5093, -0.4409, 1.4437],
  "charge": 2,
  "orbital_gap_ev": 8.27,
  "total_energy_ha": -505.61457,
  "lumo_energy_ev": -13.70,
  "molar_mass_da": 439.2,
  "de_lowest_kj_mol": 0.0
}